[1]
Computed, not measured: a molecular structure, C8H9CoN2O2S, with ωB97M-V with the def2-TZVPD basis set.

Properties
HOMO (spin up / spin down) (eV): -8.673 / -8.129
Max |F| (eV/A): 0.5
Electronic energy (a.u.): -2351.147137
Frontier orbital gap (spin up / spin down) (eV): 8.68 / 8.05

The geometry in ORCA input format:
```
! wB97M-V def2-TZVPD RIJCOSX def2/J DEFGRID3
* xyz 0 3
C 1.19849 -1.87080 0.79957
C 0.74782 -2.02030 -1.56315
C -1.06716 -2.18099 0.01976
H 2.68915 -1.65381 -0.72247
H -2.11960 -2.31856 0.22888
N -1.10779 1.19172 -1.01830
Co -0.28361 0.16795 0.63927
C 1.64374 -1.83983 -0.51940
H -1.88662 1.74923 -0.68253
H -0.50086 -2.15100 2.09982
C -1.18549 1.01462 1.96639
S -1.65788 2.13517 2.90214
H 1.10020 -2.00786 -2.58567
O 1.27660 1.31864 0.19269
H 1.90476 -1.74380 1.60883
H -0.34999 2.82249 -2.03406
C 1.10523 2.18117 -0.74555
H -1.30979 -2.31837 -2.10432
C -0.60435 -2.18899 -1.29271
N -0.06988 1.99081 -1.53835
C -0.15838 -2.05852 1.07889
H -1.44536 0.57198 -1.74629
O 1.81922 3.11271 -1.06610
*
```

These are the Löwdin partial charges, in e, on atoms 1 to 5:
1 C -0.0949
2 C -0.0731
3 C -0.1108
4 H 0.1190
5 H 0.1131

---

[2]
Computed, not measured: a molecular structure, C13H24BrFeN3O3S, with ωB97M-V with the def2-TZVPD basis set.

Properties
Relative energy (zero: lowest compared OMol25 entry of this formula, charge and spin) (kcal per mole): 19.5
HOMO (spin up / spin down) (eV): -14.807 / -14.793
Max |F| (eV/A): 2.5
Electronic energy (a.u.): -5135.100301
Frontier orbital gap (spin up / spin down) (eV): 9.33 / 8.32

The geometry in ORCA input format:
```
! wB97M-V def2-TZVPD RIJCOSX def2/J DEFGRID3
* xyz 2 5
C 8.47864 -12.45382 -6.07463
H 2.94138 -7.26808 -3.69928
H 2.52297 -13.57634 -7.29850
N 6.01779 -12.23980 -9.97522
C 8.79370 -11.32056 -7.07047
H 6.59145 -12.40222 -9.14944
C 5.43266 -14.72296 -6.53751
H 3.15665 -15.15607 -6.94049
H 7.64982 -9.50846 -8.96945
S 4.46523 -10.50323 -8.59887
C 3.92447 -11.82451 -3.90200
H 9.59056 -10.67819 -6.73685
C 3.26194 -14.10952 -6.68807
C 4.67939 -9.87470 -4.87945
H 6.59290 -13.94736 -4.85052
N 4.69904 -11.22225 -4.83761
N 4.40918 -11.02985 -11.12526
H 4.84740 -11.12434 -12.04808
H 8.24156 -12.17590 -5.02748
H 1.87249 -9.25969 -3.12094
O 4.57853 -13.69110 -6.91611
H 6.24827 -12.76040 -10.81100
H 4.74467 -7.24464 -4.01796
C 2.74708 -11.22012 -3.46338
H 6.81303 -8.76451 -7.59491
H 9.07140 -11.71643 -8.05975
H 4.93255 -15.35337 -5.72652
C 6.78749 -14.25084 -5.92140
C 3.67926 -9.17343 -4.27743
C 7.66398 -9.37072 -7.87690
H 7.43609 -15.12502 -5.96215
C 3.72391 -7.65890 -4.35102
C 2.68385 -9.82146 -3.55166
H 3.00644 -13.92105 -5.63035
Fe 5.54615 -11.66441 -6.98838
H 1.94527 -11.86427 -3.04157
Br 4.23614 -13.50023 -3.12931
H 9.30652 -13.17744 -6.06558
O 7.53928 -10.59496 -7.17222
O 7.31935 -13.11192 -6.67771
H 3.59855 -7.31351 -5.37326
H 8.57717 -8.82041 -7.54513
H 3.75648 -10.29209 -10.98652
C 5.08726 -11.31652 -10.02873
H 5.64896 -15.34353 -7.43750
H 5.46639 -9.38787 -5.52101
*
```

These are the Löwdin partial charges, in e, on atoms 1 to 5:
1 C -0.1029
2 H 0.0842
3 H 0.1109
4 N 0.1667
5 C -0.1161

---

[3]
Computed, not measured: a single C22H24N2O3 molecule, with ωB97M-V with the def2-TZVPD basis set.

Properties
Relative energy (zero: lowest compared OMol25 entry of this formula, charge and spin) (kcal per mole): 74.3
SMILES: CCOC(=O)N(C(C)=O)[C@H](c1ccccc1)c1c(C)n(C)c2ccccc12
HOMO (eV): -7.387
Max |F| (eV/A): 2.6
Electronic energy (a.u.): -1187.946138
Frontier orbital gap (eV): 8.04

The geometry in ORCA input format:
```
! wB97M-V def2-TZVPD RIJCOSX def2/J DEFGRID3
* xyz 0 1
H 3.80084 -0.53385 -3.65088
C 1.56215 -1.39906 -1.19713
C -2.84987 -0.71189 2.59405
C 2.19686 -2.54384 -0.74304
C 1.75690 1.81885 -0.88360
H -2.50338 -1.41711 -1.23135
H 5.12845 -2.30014 -2.49547
H -3.45756 -0.29570 -0.22750
H 1.38964 5.20435 -0.63099
H -2.53023 -0.20442 3.51683
N -1.82175 1.89426 -1.02735
C 3.47467 -2.88546 -1.20008
H 2.63590 -1.33725 3.41569
C 0.27537 -1.04348 -0.46864
C -0.56952 2.50644 -1.04456
C 3.35683 -1.10455 -2.82414
H -2.87465 3.65387 -0.76671
H 4.01086 -3.71349 -0.72906
H 3.14885 3.45373 -0.71586
C 4.08328 -2.13196 -2.21567
H 1.86676 -2.69031 2.58102
O 2.08701 0.44208 1.59571
C -3.08248 2.58257 -0.84086
C -1.68066 0.52748 -0.99752
H -0.45681 -1.84918 -0.66098
C -0.25803 3.83653 -0.81212
O -0.70264 0.61678 2.12286
H -3.56529 2.25610 0.09466
H -3.47274 -0.12289 -2.00052
C 1.10433 4.16119 -0.73039
C 2.39161 -1.74405 2.42947
H -3.75642 2.36897 -1.67981
H -3.64748 -2.31967 3.79023
H -4.87670 -1.26826 3.11517
H 1.49583 -0.03743 -2.91776
N 0.42491 -1.11874 1.01996
H -1.06102 4.57003 -0.70404
H 1.66330 -3.21518 -0.06534
O -1.72021 -1.37962 1.93159
C 0.40805 1.46711 -0.96064
C 1.64098 -0.69462 1.64119
C -0.32975 0.24647 -0.83244
C -3.91063 -1.74010 2.90024
H -4.07581 -2.44414 2.08459
C -2.83794 -0.37673 -1.13397
C -0.67522 -0.54348 1.73487
H 3.36525 -1.93432 1.95538
C 2.06925 -0.77965 -2.35569
H -3.25101 0.04951 1.90579
C 2.09892 3.16978 -0.79977
H 2.53102 1.05444 -0.88542
*
```

These are the Löwdin partial charges, in e, on atoms 1 to 5:
1 H 0.1092
2 C -0.1609
3 C -0.2092
4 C -0.0566
5 C -0.0410

---

[4]
Computed, not measured: 2 unconnected molecules or ions with the total composition C4H2N2OS, with ωB97M-V with the def2-TZVPD basis set.

Properties
Relative energy (zero: lowest compared OMol25 entry of this formula, charge and spin) (kcal per mole): 122.3
HOMO (eV): -9.760
Max |F| (eV/A): 8.6
Electronic energy (a.u.): -736.314319
Frontier orbital gap (eV): 8.80

The geometry in ORCA input format:
```
! wB97M-V def2-TZVPD RIJCOSX def2/J DEFGRID3
* xyz 0 1
C 0.44934 -0.03521 0.03324
N -0.68405 -0.68258 -0.17207
C 3.06311 -0.36388 -0.10374
C -1.56277 0.27588 -0.24238
O 0.30887 1.27351 -0.04203
C 1.79827 -0.25995 -0.10911
S -3.39630 -0.15003 -0.16776
N -1.16052 1.54321 -0.00611
H 4.29526 -0.16270 -0.37767
H -3.11120 -1.43825 1.18763
*
```

These are the Löwdin partial charges, in e, on atoms 1 to 5:
1 C -0.4055
2 N 0.1189
3 C 0.1373
4 C -0.7942
5 O 0.0144

---

[5]
Computed, not measured: a single C4H4FP molecule, with ωB97M-V with the def2-TZVPD basis set.

Properties
Relative energy (zero: lowest compared OMol25 entry of this formula, charge and spin) (kcal per mole): 0.0
SMILES: FP1=CC=CC=1
HOMO (eV): -9.265
Max |F| (eV/A): 1.0
Electronic energy (a.u.): -596.019041
Frontier orbital gap (eV): 8.99

The geometry in ORCA input format:
```
! wB97M-V def2-TZVPD RIJCOSX def2/J DEFGRID3
* xyz 0 1
H -1.82889 1.28256 -0.21083
C -0.92097 -0.72638 -0.03492
F 2.43257 -0.00001 -0.76927
H 0.49059 2.33266 0.18851
H 0.49061 -2.33266 0.18852
C -0.92097 0.72638 -0.03492
C 0.28558 1.27679 0.14723
H -1.82888 -1.28256 -0.21084
C 0.28558 -1.27678 0.14724
P 1.51480 0.00001 0.58927
*
```

These are the Löwdin partial charges, in e, on atoms 1 to 5:
1 H 0.0967
2 C -0.1791
3 F -0.3474
4 H 0.0577
5 H 0.0577

---

[6]
Computed, not measured: a molecular structure, C8H12AuCl5N2O9P3, with ωB97M-V with the def2-TZVPD basis set.

Properties
Relative energy (zero: lowest compared OMol25 entry of this formula, charge and spin) (kcal per mole): 8.7
HOMO (eV): -12.438
Max |F| (eV/A): 0.3
Electronic energy (a.u.): -4559.512782
Frontier orbital gap (eV): 7.67

The geometry in ORCA input format:
```
! wB97M-V def2-TZVPD RIJCOSX def2/J DEFGRID3
* xyz 1 1
N -1.60709 2.31139 1.88533
C 0.32084 -2.29727 -2.41440
C -0.91964 -1.57667 2.72918
H -1.69882 0.99355 0.23205
C -1.66127 -3.40763 -2.99602
O 0.60196 -0.59739 0.88304
O 1.73673 2.50003 0.26350
Cl -2.50630 -4.82926 -3.42845
H -2.63695 0.46923 1.64430
H 0.86021 -2.20380 1.96673
H -1.16260 2.95589 1.13917
H -0.97546 2.26387 2.70254
H 0.92705 -2.00135 3.60995
O 3.00522 0.95175 -1.23183
O -0.51101 3.63003 -0.05452
H 4.51856 2.22754 1.41753
P 0.63333 3.02790 -0.77371
O 3.83932 3.34744 -0.86003
C -1.65321 -1.00515 -2.52592
C -1.70618 0.93423 1.31939
C -0.29419 -1.07895 -2.28809
C -0.28579 -3.48024 -2.75903
P -0.26231 -0.01196 1.96758
Au 1.21537 0.09710 -1.71593
H -1.35767 -1.44389 3.71458
Cl 2.05353 -2.10840 -2.07070
H 2.35224 4.01426 -1.61261
O 0.27070 0.81066 3.08645
Cl -4.01677 -2.12587 -3.17972
O 3.95259 1.56785 0.99554
H -2.50941 2.69192 2.15578
Cl 0.61671 -4.92434 -2.87793
O 1.36262 4.00158 -1.73918
P 3.23639 2.13053 -0.28665
Cl -2.50712 0.47707 -2.41219
C -2.33298 -2.18365 -2.88111
N 0.34852 -2.37848 2.85580
O 0.14791 1.74866 -1.55067
H 0.19824 -3.37250 3.01617
H -1.59327 -2.12568 2.07409
*
```

These are the Löwdin partial charges, in e, on atoms 1 to 5:
1 N 0.1155
2 C -0.6330
3 C -0.1766
4 H 0.0526
5 C -0.6908

---

[7]
Computed, not measured: a molecular structure, C29H40IKN6O3, with ωB97M-V with the def2-TZVPD basis set.

Properties
Relative energy (zero: lowest compared OMol25 entry of this formula, charge and spin) (kcal per mole): 0.0
HOMO (eV): -5.195
Max |F| (eV/A): 0.7
Electronic energy (a.u.): -2581.029071
Frontier orbital gap (eV): 4.74

The geometry in ORCA input format:
```
! wB97M-V def2-TZVPD RIJCOSX def2/J DEFGRID3
* xyz 0 1
C -1.67707 0.76377 3.20079
H -5.92948 3.80487 -2.19490
H 0.34874 -0.16327 -4.91691
C 4.03328 -2.57435 -0.63608
N -1.54171 2.36593 -4.09340
H -1.67224 1.82001 2.92480
C -2.80948 3.06261 -0.94256
C 3.16099 1.04127 3.04556
C 2.96257 -1.23156 1.10995
H -3.05796 -3.86629 -3.04757
H 1.90602 3.09530 5.43996
H -3.40676 -1.52485 -2.99751
H -2.19778 -4.55960 -1.74064
C -2.32937 5.44435 -2.32893
H -0.56092 2.04994 0.19705
H 4.06277 2.45698 4.37001
K -0.16653 -0.45466 0.04038
H -0.55649 -1.45501 4.19524
H 5.45801 -3.21783 2.35565
H 0.99776 -1.36201 -2.87828
C -1.51126 3.60714 -0.95959
C -3.60526 4.88737 -2.29647
H 2.61239 -2.07906 -3.05255
C -0.46079 -1.29469 3.11312
O -0.48319 0.86775 -2.77374
C -3.12990 1.78570 -0.26625
H 1.42944 -2.80953 -1.94607
H -1.34556 6.54021 -3.89307
H -4.15732 1.69872 0.13032
O -2.38968 0.83863 -0.17114
N -0.44418 0.13127 2.78086
C 0.76791 1.72945 4.22632
C -1.30934 4.79875 -1.64639
N -2.65642 -3.75508 -2.13321
H -0.16484 1.99524 4.71063
H -0.31181 5.22884 -1.65117
H -2.96913 7.12588 -3.51646
C -0.64919 1.38457 -3.86633
C 3.13584 1.98993 4.05694
N 2.21775 -1.01386 -1.22787
H 4.10153 0.79547 2.56804
C 4.89696 -3.16246 0.28289
H 0.03145 3.67329 0.53129
C 1.99138 0.41630 2.56331
C 1.80597 -1.86232 -2.33354
H -5.33216 2.16148 -1.99575
H 1.23134 1.36054 -4.85951
C 4.80296 -2.77365 1.61369
C 3.08495 -1.63633 -0.25251
H 4.10347 -2.85738 -1.68118
H -2.02034 2.76926 -3.29977
H -1.85869 0.69323 4.28363
H -2.51247 0.27333 2.69381
O -1.29924 -2.45998 -0.85626
H 0.46302 -1.75597 2.76450
C -3.86854 3.72114 -1.59637
H 3.79572 -1.56597 3.06351
H -5.69816 3.14268 -0.58235
H 5.62304 -3.90056 -0.03592
C -2.11697 -2.54961 -1.76212
C 0.76917 0.77616 3.21585
C -5.28043 3.17351 -1.59067
C -2.05699 6.71598 -3.08436
C 3.86829 -1.83186 2.01542
H -1.62041 7.47006 -2.42752
N 1.94108 -0.40012 1.46934
I -0.34096 1.34947 -6.99702
C 0.25000 0.91267 -4.99606
H 2.00905 0.79024 -2.28021
H -4.41645 5.38292 -2.82011
C 1.93805 2.35315 4.65246
C 2.76272 0.25512 -1.69321
H 3.65807 0.10925 -2.31730
H 3.03613 0.86527 -0.83064
H -1.30904 -1.78210 2.61916
C -0.32625 3.00135 -0.25102
H -2.31329 -0.55756 -2.09848
N -2.54885 -1.46330 -2.47836
H 0.48973 2.84809 -0.95960
H -1.62522 2.80063 -4.99557
*
```

These are the Löwdin partial charges, in e, on atoms 1 to 5:
1 C -0.1193
2 H 0.0780
3 H 0.0438
4 C -0.0540
5 N 0.1856

---

[8]
Computed, not measured: 2 unconnected molecules or ions with the total composition C10H16O, with ωB97M-V with the def2-TZVPD basis set.

Properties
Relative energy (zero: lowest compared OMol25 entry of this formula, charge and spin) (kcal per mole): 35.6
SMILES: CCc1ccc(O)cc1.CC
HOMO (eV): -8.413
Max |F| (eV/A): 3.0
Electronic energy (a.u.): -465.841069
Frontier orbital gap (eV): 9.26

The geometry in ORCA input format:
```
! wB97M-V def2-TZVPD RIJCOSX def2/J DEFGRID3
* xyz 0 1
H 0.29659 3.61073 0.29951
H 0.90339 2.87931 1.75548
H -2.54771 0.05235 2.42032
H 2.38821 -1.29996 -0.68059
C -0.08494 0.78793 0.14953
H 2.12430 -3.86770 -1.68678
C -2.89025 0.26087 0.29198
H 2.06139 3.50852 0.56712
C -2.23730 0.38568 -0.94029
H 0.89278 -1.96242 0.17362
C -0.76966 0.61240 1.36161
C 1.57912 -2.03981 -0.66567
H 2.01645 1.08840 0.55143
H -0.35527 0.66729 -1.93466
H 1.29784 1.62332 -0.97795
C -2.12092 0.29743 1.44271
C 2.16359 -3.49191 -0.68153
H 3.21552 -3.60723 -0.33969
H -4.60507 0.45655 -0.29206
O -4.25612 0.20445 0.57439
H 1.00407 -1.95146 -1.58572
C -0.87919 0.58131 -0.98118
H -2.75206 0.10285 -1.84907
C 1.16869 1.56271 0.10289
C 1.11342 2.98255 0.70541
H 1.51508 -4.12973 -0.09054
H -0.24196 0.68557 2.30975
*
```

These are the Löwdin partial charges, in e, on atoms 1 to 5:
1 H 0.0862
2 H 0.0565
3 H 0.1237
4 H 0.0625
5 C -0.2759

---

- Which of these has the lowest electronic energy?
  C13H24BrFeN3O3S

---

- Which of these has the lowest electronic energy?
  C13H24BrFeN3O3S

---

- max |F| of number 8 (C10H16O)?
  3.0 eV/A

---

- electronic energy of number 5 (C4H4FP)?
  -596.019041 a.u.